{
  "formula": "C3H2Br4",
  "method": "the ωB97M-V functional and the def2-TZVPD basis",
  "symbols": ["C", "C", "C", "Br", "Br", "Br", "Br", "H", "H"],
  "coordinates": [[-1.0321, -0.4906, -0.1080], [3.0526, -0.3045, 0.5288], [-0.5365, -1.7478, -0.0993], [4.2497, -1.5330, -0.1076], [2.9481, 1.2339, -0.4601], [-0.9741, -2.9383, 1.3654], [0.6015, -2.3230, -1.4925], [-1.8823, -0.2701, 0.6556], [-0.6326, 0.0051, -0.9768]],
  "spin_multiplicity": 3,
  "de_lowest_kj_mol": 129.34,
  "total_charge": 0,
  "homo_lumo_gap_ev": [8.737, 7.505],
  "total_energy_ev": -283307.970,
  "molar_mass_g_mol": 357.665,
  "s_squared": 2.0093
}



{
  "formula": "C5H17CuIN2",
  "method": "the ωB97M-V functional and the def2-TZVPD basis",
  "symbols": ["C", "C", "H", "H", "H", "H", "H", "H", "Cu", "C", "H", "H", "H", "I", "N", "C", "C", "N", "H", "H", "H", "H", "H", "H", "H", "H"],
  "coordinates": [[0.3695, -1.3456, -2.6855], [0.4628, 0.3197, -2.8070], [1.3611, -1.7895, -2.6042], [-0.0473, -1.5934, -3.6643], [-0.3677, -1.8707, -2.0020], [0.7779, 0.9190, -1.9158], [1.3442, 0.4147, -3.4445], [-0.3893, 0.7536, -3.3309], [-0.1344, -0.3577, -1.1905], [-1.3902, 1.1158, -0.5953], [-0.8886, 2.0915, -0.7095], [-1.7036, 0.9698, 0.4474], [-2.2431, 1.0432, -1.2916], [-0.8603, -2.5770, 0.4053], [1.1180, 0.3421, 0.7010], [1.1285, -0.2081, 2.0672], [-0.0042, 0.3415, 2.9066], [-1.3138, 0.2059, 2.2992], [2.0384, 0.2450, 0.2829], [0.9046, 1.3415, 0.7248], [1.0347, -1.2923, 1.9798], [2.0774, 0.0481, 2.5532], [0.0264, -0.1626, 3.8829], [0.1668, 1.4113, 3.0719], [-1.4272, -0.7595, 1.9408], [-2.0409, 0.3936, 2.9782]],
  "spin_multiplicity": 2,
  "de_lowest_kj_mol": 0.00,
  "total_charge": 0,
  "homo_lumo_gap_ev": [7.960, 6.656],
  "total_energy_ev": -61177.917,
  "molar_mass_g_mol": 295.655,
  "s_squared": 0.7555
}



{
  "formula": "C27H33F4N2O14P",
  "method": "the ωB97M-V functional and the def2-TZVPD basis",
  "symbols": ["C", "C", "C", "C", "C", "C", "C", "C", "C", "C", "C", "C", "C", "C", "O", "N", "P", "N", "C", "O", "H", "H", "H", "H", "H", "H", "H", "H", "H", "H", "H", "H", "H", "H", "H", "H", "H", "H", "H", "H", "H", "O", "C", "O", "C", "C", "F", "O", "H", "H", "H", "O", "C", "O", "C", "C", "F", "O", "H", "H", "H", "O", "C", "O", "C", "C", "F", "O", "H", "H", "H", "O", "C", "O", "C", "C", "F", "O", "H", "H", "H"],
  "coordinates": [[-4.1801, 2.8177, 1.6498], [-4.8841, 1.3693, 1.8862], [-5.1529, 1.1132, 3.4712], [-3.8140, 0.4965, 4.1112], [-3.0177, 1.5202, 5.0857], [-2.1909, 0.8014, 6.2572], [-0.6070, 0.6170, 5.9225], [-0.5102, 0.1875, 4.3805], [-0.9537, -1.2505, 3.9339], [-0.8822, -1.5904, 2.4202], [-0.3964, -0.4794, 1.4669], [0.0717, 0.9447, 1.8748], [-0.0075, 1.2565, 3.3849], [0.5328, 1.8096, 0.6241], [1.0259, 2.9547, 0.6574], [0.1966, 0.9204, -0.5044], [-0.9617, 1.9075, -1.4157], [-1.0266, 1.4338, -2.9418], [-0.2321, -0.4412, -0.1142], [-0.4388, -1.3913, -0.9069], [-4.1717, 3.0776, 0.5359], [-3.1208, 2.7771, 2.0713], [-4.8351, 3.5731, 2.2230], [-4.2263, 0.5462, 1.4211], [-5.8490, 1.3910, 1.2774], [-5.5615, 2.0331, 4.0052], [-5.9458, 0.2707, 3.4933], [-3.9880, -0.5300, 4.5956], [-3.0938, 0.3044, 3.2261], [-3.8158, 2.2064, 5.5582], [-2.3657, 2.2147, 4.4411], [-2.5943, -0.2456, 6.4979], [-2.2534, 1.4954, 7.1792], [-0.1577, -0.2451, 6.5446], [-0.0875, 1.6116, 6.1160], [-1.3246, -1.9754, 4.7386], [-1.1862, -2.6085, 2.0156], [0.2920, 2.2990, 3.7257], [-2.2738, 1.8689, -0.7880], [-0.5391, 3.2750, -1.4100], [-0.3752, 0.6217, -2.9948], [1.4852, -5.3244, 4.6673], [1.5776, -5.2948, 3.4750], [0.5212, -5.1172, 2.6303], [1.0632, -5.0092, 1.3219], [2.3746, -5.7109, 1.4578], [3.3043, -5.1692, 0.6322], [2.7491, -5.4416, 2.7938], [1.1748, -3.9524, 1.0615], [0.4114, -5.4842, 0.5873], [2.3240, -6.7905, 1.3011], [1.1071, 7.9489, -3.2095], [1.2152, 6.8340, -3.6298], [0.2316, 6.1713, -4.3025], [0.7963, 4.9423, -4.7427], [1.9230, 4.7473, -3.7809], [2.9549, 4.0959, -4.3682], [2.3339, 6.0675, -3.4884], [1.1367, 5.0486, -5.7764], [0.0642, 4.1342, -4.6964], [1.6408, 4.2372, -2.8549], [0.9136, -8.3163, 0.7328], [1.8013, -9.1211, 0.7302], [2.4690, -9.5178, -0.3883], [3.5214, -10.3687, 0.0458], [3.0163, -10.8517, 1.3678], [4.0380, -11.0761, 2.2265], [2.2604, -9.7558, 1.8434], [4.4446, -9.7891, 0.1333], [3.6847, -11.1834, -0.6610], [2.3799, -11.7393, 1.3096], [1.1426, 4.0733, -8.4218], [1.8164, 4.9936, -8.7801], [2.7754, 5.5836, -8.0112], [3.4309, 6.5358, -8.8371], [2.3973, 6.8188, -9.8807], [2.9744, 7.1119, -11.0705], [1.7158, 5.5868, -10.0025], [4.3394, 6.0916, -9.2531], [3.7043, 7.4262, -8.2690], [1.6878, 7.6060, -9.6095]],
  "spin_multiplicity": 1,
  "total_charge": 0,
  "homo_lumo_gap_ev": 7.300,
  "total_energy_ev": -80331.910,
  "smiles": "CCCCCCCc1ccc2c(c1)C(=O)N([PH2]=N)C2=O.O=C1OC[C@@H](F)O1.O=C1OC[C@@H](F)O1.O=C1OC[C@@H](F)O1.O=C1OC[C@@H](F)O1",
  "molar_mass_g_mol": 716.527
}



{
  "formula": "C18H19NO5S",
  "method": "the ωB97M-V functional and the def2-TZVPD basis",
  "symbols": ["C", "C", "C", "C", "C", "C", "C", "C", "O", "C", "O", "C", "O", "C", "N", "S", "O", "O", "C", "C", "C", "C", "C", "C", "C", "H", "H", "H", "H", "H", "H", "H", "H", "H", "H", "H", "H", "H", "H", "H", "H", "H", "H", "H"],
  "coordinates": [[0.9594, 2.4069, 1.2856], [-0.2625, 1.5418, 1.2686], [-0.5945, 0.7806, 2.3834], [-1.7458, 0.0193, 2.4000], [-2.5930, -0.0436, 1.3012], [-3.8687, -0.8284, 1.3858], [-2.2393, 0.6847, 0.1615], [-3.0229, 0.6555, -1.0964], [-3.4160, 1.6393, -1.6704], [-3.2585, -0.7345, -1.7095], [-2.4495, -1.7424, -1.1149], [-1.1443, -1.6647, -1.3629], [-0.6525, -0.9175, -2.1705], [-0.3559, -2.6368, -0.5120], [1.0609, -2.5881, -0.7431], [2.0281, -1.8114, 0.3939], [1.1679, -1.4447, 1.4855], [3.1296, -2.6801, 0.6819], [2.7136, -0.3319, -0.3598], [2.0217, 0.4258, -1.2824], [2.6108, 1.5771, -1.7844], [3.8701, 1.9614, -1.3542], [4.5532, 1.1935, -0.4239], [3.9731, 0.0390, 0.0745], [-1.0977, 1.4863, 0.1662], [0.8707, 3.1630, 2.0652], [1.1021, 2.9062, 0.3310], [1.8401, 1.8041, 1.5017], [0.0502, 0.7957, 3.2481], [-1.9990, -0.5407, 3.2882], [-3.7494, -1.8069, 0.9224], [-4.1431, -0.9805, 2.4270], [-4.6821, -0.3054, 0.8867], [-3.0536, -0.6619, -2.7834], [-4.2950, -1.0422, -1.5604], [-0.5096, -2.3752, 0.5405], [-0.7357, -3.6522, -0.6757], [1.3274, -2.4105, -1.6985], [1.0408, 0.1291, -1.6143], [2.0812, 2.1719, -2.5131], [4.3221, 2.8602, -1.7461], [5.5352, 1.4913, -0.0895], [4.4788, -0.5908, 0.7885], [-0.8685, 2.0577, -0.7218]],
  "spin_multiplicity": 1,
  "de_lowest_kj_mol": 110.00,
  "total_charge": 0,
  "homo_lumo_gap_ev": 9.421,
  "total_energy_ev": -41537.098,
  "smiles": "Cc1ccc(C)c(C(=O)COC(=O)CNS(=O)(=O)c2ccccc2)c1",
  "molar_mass_g_mol": 361.419
}



{
  "formula": "H4N3P",
  "method": "the ωB97M-V functional and the def2-TZVPD basis",
  "symbols": ["N", "N", "N", "P", "H", "H", "H", "H"],
  "coordinates": [[-0.8444, 0.7902, 0.5154], [-1.1029, 0.0016, -0.2452], [1.6514, 0.0853, 0.7386], [-1.5412, -1.1871, -1.1974], [1.0099, -0.5831, 0.3378], [1.6340, 0.2378, 1.7057], [-2.1151, -0.2882, -2.0118], [1.3083, 0.9435, 0.1569]],
  "spin_multiplicity": 1,
  "de_lowest_kj_mol": 69.96,
  "total_charge": 0,
  "homo_lumo_gap_ev": 8.742,
  "total_energy_ev": -13821.513,
  "molar_mass_g_mol": 77.027
}



{
  "formula": "C31H44BrGaN3O4P",
  "method": "the ωB97M-V functional and the def2-TZVPD basis",
  "symbols": ["Ga", "C", "O", "C", "C", "C", "C", "C", "C", "O", "C", "O", "C", "H", "H", "H", "H", "H", "H", "H", "H", "H", "C", "C", "C", "C", "C", "C", "C", "Br", "C", "O", "C", "C", "C", "C", "C", "C", "H", "H", "H", "H", "H", "H", "H", "H", "H", "H", "H", "H", "H", "H", "H", "H", "H", "H", "H", "H", "C", "C", "P", "C", "C", "C", "C", "H", "H", "H", "H", "H", "H", "H", "H", "H", "H", "H", "H", "H", "H", "H", "N", "C", "N", "C", "N"],
  "coordinates": [[0.4718, 0.1828, -0.4454], [-1.7024, 5.1595, 4.9751], [-1.9379, 4.2100, 3.9473], [-0.8950, 3.5091, 3.4673], [0.4272, 3.6759, 3.9303], [1.4131, 2.9073, 3.3758], [1.1696, 1.9683, 2.3500], [2.2379, 1.1822, 1.7987], [3.6104, 1.1214, 2.4140], [2.1121, 0.4766, 0.7753], [-0.1780, 1.8159, 1.8880], [-0.5435, 0.9755, 0.9613], [-1.1823, 2.5988, 2.4717], [-2.6715, 5.5904, 5.2069], [-1.0270, 5.9483, 4.6369], [-1.2944, 4.6819, 5.8682], [0.6688, 4.3879, 4.7039], [2.4210, 3.0499, 3.7355], [3.7586, 1.7388, 3.2910], [4.3415, 1.3824, 1.6482], [3.7890, 0.0789, 2.6819], [-2.1981, 2.4845, 2.1184], [4.6778, -6.4068, -0.3283], [3.1464, -6.4011, -0.4321], [2.5752, -6.9968, 0.8544], [2.7142, -7.2894, -1.6067], [2.6606, -4.9721, -0.6638], [1.8116, -4.3141, 0.2044], [1.4272, -3.0107, -0.0687], [0.2052, -2.1780, 1.1323], [1.8523, -2.2868, -1.1817], [1.5116, -1.0250, -1.4070], [2.6873, -2.9760, -2.1018], [3.0660, -4.2744, -1.8053], [3.1232, -2.3045, -3.4085], [4.0071, -3.2205, -4.2591], [3.9340, -1.0336, -3.1196], [1.8792, -1.9663, -4.2459], [5.0435, -7.4238, -0.1686], [5.0095, -5.7868, 0.5067], [5.1415, -6.0216, -1.2373], [2.9489, -8.0143, 0.9819], [1.4850, -7.0438, 0.8263], [2.8739, -6.4206, 1.7321], [3.0553, -8.3154, -1.4502], [3.1318, -6.9387, -2.5512], [1.6270, -7.2991, -1.7030], [1.4311, -4.7906, 1.0958], [3.7122, -4.7878, -2.5026], [4.9367, -3.4800, -3.7484], [4.2699, -2.6993, -5.1816], [3.4924, -4.1423, -4.5362], [4.8288, -1.2743, -2.5403], [3.3492, -0.3125, -2.5569], [4.2531, -0.5768, -4.0608], [1.3709, -2.8830, -4.5525], [2.1741, -1.4266, -5.1506], [1.1707, -1.3595, -3.6872], [3.6571, 2.3520, -1.5582], [2.3771, 3.1495, -1.3145], [0.8648, 2.2147, -1.7187], [0.9026, 1.8745, -3.5125], [1.5062, 2.9512, -4.4114], [-0.5230, 3.3385, -1.3479], [-0.6745, 4.5967, -2.1945], [4.5266, 2.9166, -1.2193], [3.7977, 2.1353, -2.6178], [3.6357, 1.4007, -1.0261], [2.3806, 4.0813, -1.8850], [2.2860, 3.4236, -0.2590], [-0.1328, 1.6548, -3.7877], [1.4448, 0.9331, -3.6291], [0.9904, 3.9053, -4.3206], [1.4448, 2.6373, -5.4537], [2.5595, 3.1181, -4.1834], [-0.4160, 3.5913, -0.2885], [-1.4302, 2.7356, -1.4082], [0.2262, 5.2132, -2.1834], [-1.4975, 5.1960, -1.8063], [-0.9126, 4.3534, -3.2294], [-1.2253, -0.1635, -1.4323], [-2.3249, 0.2055, -1.2258], [-3.5332, 0.5354, -1.0351], [-3.8415, 1.8276, -1.0812], [-4.1460, 2.9434, -1.1085]],
  "spin_multiplicity": 1,
  "de_lowest_kj_mol": 0.00,
  "total_charge": 0,
  "homo_lumo_gap_ev": 7.611,
  "total_energy_ev": -177231.826,
  "molar_mass_g_mol": 703.311
}



Repeat the second record exactly.
{
  "formula": "C5H17CuIN2",
  "method": "the ωB97M-V functional and the def2-TZVPD basis",
  "symbols": ["C", "C", "H", "H", "H", "H", "H", "H", "Cu", "C", "H", "H", "H", "I", "N", "C", "C", "N", "H", "H", "H", "H", "H", "H", "H", "H"],
  "coordinates": [[0.3695, -1.3456, -2.6855], [0.4628, 0.3197, -2.8070], [1.3611, -1.7895, -2.6042], [-0.0473, -1.5934, -3.6643], [-0.3677, -1.8707, -2.0020], [0.7779, 0.9190, -1.9158], [1.3442, 0.4147, -3.4445], [-0.3893, 0.7536, -3.3309], [-0.1344, -0.3577, -1.1905], [-1.3902, 1.1158, -0.5953], [-0.8886, 2.0915, -0.7095], [-1.7036, 0.9698, 0.4474], [-2.2431, 1.0432, -1.2916], [-0.8603, -2.5770, 0.4053], [1.1180, 0.3421, 0.7010], [1.1285, -0.2081, 2.0672], [-0.0042, 0.3415, 2.9066], [-1.3138, 0.2059, 2.2992], [2.0384, 0.2450, 0.2829], [0.9046, 1.3415, 0.7248], [1.0347, -1.2923, 1.9798], [2.0774, 0.0481, 2.5532], [0.0264, -0.1626, 3.8829], [0.1668, 1.4113, 3.0719], [-1.4272, -0.7595, 1.9408], [-2.0409, 0.3936, 2.9782]],
  "spin_multiplicity": 2,
  "de_lowest_kj_mol": 0.00,
  "total_charge": 0,
  "homo_lumo_gap_ev": [7.960, 6.656],
  "total_energy_ev": -61177.917,
  "molar_mass_g_mol": 295.655,
  "s_squared": 0.7555
}



> Which formula does entry 3 have?

C27H33F4N2O14P



> Number 3 is which compound?

C27H33F4N2O14P